[1]
Entry from OMol25: a 5-piece molecular cluster, C23H34F4O16S overall in a non-equilibrium geometry (ωB97M-V with the def2-TZVPD basis set).

Calculated values
energy = -78859.9331 eV
net charge = 0
E_HOMO = -10.41 eV
HOMO-LUMO gap = 10.07 eV
LUMO = -0.34 eV

Each line ends with the Mulliken charge.
Element x y z (Å)
C1 -1.64747 2.12952 3.96362  -0.782
C2 -2.42320 2.28236 2.49494  -0.460
C3 -1.97905 1.14300 1.40309  0.118
C4 -0.71705 1.55370 0.44165  -0.653
C5 0.73727 0.94106 0.90962  0.694
C6 1.01770 -0.67079 0.82255  0.537
C7 -0.26090 -1.55784 0.26079  -0.749
C8 1.54354 -1.36680 2.20934  -0.956
C9 0.62146 -1.07947 3.53264  0.628
C10 -0.14043 -2.39215 4.15267  -0.890
C11 1.72026 1.52058 -0.31391  -0.687
O1 1.90837 2.98008 -0.02321  -0.218
S1 1.76342 3.32869 1.67434  0.955
O2 0.50476 4.18247 2.08860  -0.514
O3 3.05213 3.64852 2.46977  -0.574
O4 1.24753 1.71537 2.06866  -0.418
H1 -1.85678 1.08742 4.47931  0.154
H2 -2.13293 2.96993 4.65797  0.382
H3 -0.50161 2.35984 3.90643  0.142
H4 -3.57283 2.07518 2.74070  0.192
H5 -2.38905 3.38916 2.07751  0.328
H6 -1.83410 0.10378 1.95543  -0.500
H7 -2.91968 0.97748 0.68674  0.280
H8 -0.94961 1.09143 -0.63232  0.354
H9 -0.68684 2.73238 0.25857  0.298
H10 1.88669 -0.83598 0.02116  0.305
H11 -0.78577 -1.09157 -0.67749  0.186
H12 0.17405 -2.59910 -0.06695  0.242
H13 -1.03320 -1.76349 1.11866  0.019
H14 2.68431 -1.06466 2.33210  0.293
H15 1.53142 -2.54721 2.03384  0.320
H16 1.35753 -0.62713 4.35670  0.302
H17 -0.15734 -0.22180 3.30974  -0.595
H18 -0.89017 -1.99138 4.98962  0.196
H19 -0.80377 -2.98569 3.39141  0.136
H20 0.63881 -3.06256 4.72272  0.363
H21 2.82776 1.13076 -0.09872  0.333
H22 1.29960 1.32531 -1.40577  0.292
O5 -2.71312 -1.81937 3.90563  -0.423
C12 -3.87573 -1.53322 3.67253  0.532
O6 -4.72887 -2.31962 2.94783  -0.286
C13 -5.99905 -1.70380 3.02111  -0.509
C14 -5.65372 -0.28508 3.32057  0.380
F1 -6.61320 0.29582 4.07531  -0.326
O7 -4.48079 -0.38794 4.09551  -0.244
H23 -6.58509 -2.17438 3.81766  0.306
H24 -6.54108 -1.80966 2.07750  0.279
H25 -5.45635 0.32575 2.43319  0.250
O8 0.81415 5.22485 -5.95999  -0.546
C15 1.24896 4.87267 -4.87612  0.505
O9 1.24016 5.65609 -3.75467  -0.321
C16 1.70400 4.84276 -2.69575  -0.200
C17 2.49091 3.79835 -3.41107  0.191
F2 2.43739 2.61882 -2.75265  -0.185
O10 1.80961 3.65408 -4.63659  -0.220
H26 0.84701 4.42995 -2.15303  0.143
H27 2.31650 5.41968 -1.99762  0.320
H28 3.53415 4.07314 -3.59990  0.289
O11 5.27559 -1.65972 -6.65177  -0.533
C18 4.88302 -0.57866 -6.24551  0.568
O12 3.61547 -0.10121 -6.43745  -0.321
C19 3.52892 1.10641 -5.70798  -0.122
C20 4.95558 1.52614 -5.60709  0.333
F3 5.18036 2.19790 -4.45563  -0.274
O13 5.65556 0.30389 -5.55200  -0.291
H29 3.07545 0.90849 -4.73096  0.093
H30 2.91571 1.84090 -6.23702  0.248
H31 5.31119 2.11603 -6.45861  0.282
O14 -1.73470 -4.42503 0.88108  -0.488
C21 -1.38990 -5.13073 -0.05218  0.650
O15 -1.19223 -6.48129 0.03940  -0.298
C22 -0.93415 -6.93701 -1.27349  -0.468
C23 -0.43882 -5.70558 -1.95165  0.313
F4 -0.77694 -5.70669 -3.26059  -0.287
O16 -1.14717 -4.66894 -1.31095  -0.237
H32 -1.86120 -7.31933 -1.71372  0.279
H33 -0.19037 -7.73836 -1.27119  0.274
H34 0.63799 -5.53653 -1.84469  0.291

Forces on atoms 1 to 3 (eV/Å):
C -0.7 1.1 0.0
C -0.6 -0.8 0.9
C -1.0 0.3 -0.2

---

[2]
Entry from OMol25: one molecule with the formula C23H34N2O3 (ωB97M-V with the def2-TZVPD basis set).

Calculated values
energy = -33523.0384 eV
net charge = 0
E_HOMO = -9.06 eV
HOMO-LUMO gap = 9.65 eV
LUMO = 0.59 eV

Each line ends with the Mulliken charge.
Element x y z (Å)
C1 -2.96783 -1.70167 6.65714  -1.316
C2 -1.59518 -1.39877 6.06576  -0.811
C3 -1.59745 -0.84359 4.64289  1.868
C4 -2.71419 0.16244 4.39470  -1.948
C5 -0.22631 -0.33495 4.13918  -1.536
C6 -0.45502 -1.05668 2.79684  1.320
C7 0.70867 -1.85324 2.25781  -0.342
O1 1.53361 -2.39060 2.98244  -0.729
N1 0.75296 -2.00172 0.91828  0.300
C8 -0.03444 -1.51120 -0.21204  -0.858
C9 1.06831 -2.10284 -1.13914  1.675
C10 1.85197 -1.10246 -1.96832  -1.123
C11 0.98874 -0.99674 -3.24291  0.285
C12 0.05793 0.21510 -3.18062  -0.295
O2 -1.12276 0.11986 -2.86231  -0.656
N2 0.62280 1.39808 -3.46668  0.248
C13 -0.06260 2.68907 -3.36991  -0.215
C14 -0.55763 2.92964 -4.78971  -1.028
C15 0.79799 2.91763 -5.53511  -0.591
C16 1.95471 2.53051 -4.96576  -0.539
C17 1.99634 1.79026 -3.60861  -0.019
C18 2.25651 2.60182 -2.26619  -1.188
C19 1.02347 2.57053 -1.27839  -0.020
C20 -0.39799 2.88898 -1.90441  -0.901
C21 0.20778 -2.32555 -3.23620  -1.013
O3 0.63664 -3.05337 -2.08054  -0.573
C22 1.73264 -2.71309 0.10638  -1.252
C23 -1.56019 -1.89350 3.49601  -1.297
H1 -2.87022 -2.17315 7.63557  0.407
H2 -3.55950 -0.79524 6.78530  0.317
H3 -3.53614 -2.38339 6.01913  0.315
H4 -1.09472 -0.66573 6.70970  0.335
H5 -0.96718 -2.29309 6.08675  0.435
H6 -2.64044 0.58250 3.38899  0.449
H7 -3.69624 -0.30321 4.48625  0.405
H8 -2.66266 0.99305 5.10422  0.379
H9 -0.07333 0.74505 4.11177  0.318
H10 0.59776 -0.81022 4.67269  0.408
H11 -0.87087 -0.40228 2.03089  0.215
H12 -0.99788 -2.01063 -0.33161  0.184
H13 -0.17564 -0.42973 -0.25236  0.067
H14 2.00250 -0.15159 -1.45689  0.443
H15 2.83135 -1.52432 -2.20180  0.390
H16 1.61890 -0.91778 -4.12779  0.884
H17 0.72226 3.43542 -3.39968  0.286
H18 -1.01930 3.90984 -4.93006  0.447
H19 -1.24224 2.16330 -5.15446  0.338
H20 0.82711 3.33101 -6.53694  0.452
H21 2.88619 2.65462 -5.50614  0.462
H22 2.67497 0.94100 -3.68830  0.596
H23 3.10508 2.16384 -1.73724  0.470
H24 2.54101 3.63076 -2.49640  0.508
H25 1.24245 3.24886 -0.45224  0.671
H26 0.97580 1.57316 -0.83795  -0.355
H27 -0.67522 3.92702 -1.71316  0.394
H28 -1.16057 2.22773 -1.50228  0.328
H29 -0.86202 -2.12271 -3.17470  0.383
H30 0.41410 -2.94195 -4.10922  0.304
H31 2.76691 -2.42518 0.30130  0.310
H32 1.63800 -3.79939 0.15168  0.327
H33 -1.15760 -2.84890 3.83603  0.395
H34 -2.48209 -2.06263 2.93834  0.288

Forces on atoms 1 to 3 (eV/Å):
C 0.0 -0.2 -0.1
C 0.0 0.3 0.1
C -0.2 -0.3 -0.1

---

[3]
Entry from OMol25: one molecule with the formula C23H34N2O4 (ωB97M-V with the def2-TZVPD basis set).

Calculated values
energy = -35572.6788 eV
net charge = 0
E_HOMO = -8.71 eV
HOMO-LUMO gap = 9.34 eV
LUMO = 0.63 eV

Each line ends with the Mulliken charge.
Element x y z (Å)
C1 -2.93895 -0.39011 -3.81623  -1.253
C2 -2.86578 -1.45840 -2.72995  0.027
O1 -3.38061 -1.03147 -1.47237  -0.286
C3 -2.63782 -0.06080 -0.79876  -0.760
O2 -1.27395 -0.39934 -0.70366  -0.319
C4 -1.01567 -1.45646 0.12970  0.395
C5 0.22655 -2.20325 -0.27692  0.505
O3 0.26954 -2.78433 -1.34622  -0.718
N1 1.23725 -2.23068 0.61704  0.132
C6 1.35713 -1.38881 1.78132  -0.881
C7 2.47625 -0.36534 1.56227  -0.483
N2 3.71454 -1.06855 1.29320  0.104
C8 4.89742 -0.21699 1.32372  -1.780
C9 4.91984 0.86199 0.26810  0.911
C10 4.34914 2.10516 0.51436  -0.198
C11 4.31194 3.07382 -0.47301  -0.725
C12 4.84585 2.81185 -1.72304  -0.408
C13 5.42374 1.57984 -1.97707  -0.681
C14 5.45969 0.61271 -0.98814  -0.214
C15 3.58665 -1.85915 0.08296  -0.447
C16 2.47913 -2.89418 0.28094  -1.332
C17 -1.83244 -1.84361 1.10391  -0.746
C18 -3.12800 -1.15283 1.41373  0.274
C19 -4.30463 -2.10884 1.19502  -1.691
C20 -3.26896 0.14275 0.58901  0.542
C21 -2.61037 1.32783 1.30912  -0.832
C22 -2.93249 2.70669 0.73185  -0.729
C23 -4.40651 3.09552 0.86979  -0.437
O4 -4.63315 4.44768 0.54648  -0.538
H1 -3.94216 0.02811 -3.86642  0.287
H2 -2.22898 0.41075 -3.62396  0.288
H3 -2.69519 -0.84052 -4.77420  0.440
H4 -3.50250 -2.30645 -2.99213  0.365
H5 -1.83553 -1.81349 -2.61339  0.108
H6 -2.63088 0.88407 -1.36597  0.314
H7 0.41250 -0.88065 1.97246  0.368
H8 1.61184 -2.01858 2.64065  0.252
H9 2.60054 0.23135 2.46860  0.374
H10 2.18734 0.30502 0.73334  0.333
H11 4.94035 0.23444 2.31928  0.509
H12 5.76497 -0.87234 1.20601  0.533
H13 3.93813 2.31976 1.49103  0.373
H14 3.86607 4.03578 -0.26549  0.385
H15 4.81630 3.56685 -2.49470  0.381
H16 5.84845 1.37124 -2.94815  0.379
H17 5.91946 -0.34423 -1.19110  0.371
H18 4.53210 -2.37277 -0.10228  0.434
H19 3.34251 -1.23774 -0.79553  0.346
H20 2.31848 -3.46740 -0.63293  0.494
H21 2.74848 -3.56650 1.10149  0.389
H22 -1.57900 -2.70787 1.69719  0.480
H23 -3.11618 -0.88206 2.47794  0.618
H24 -4.37907 -2.36782 0.14377  0.233
H25 -5.23415 -1.63925 1.50905  0.432
H26 -4.16026 -3.01734 1.77547  0.480
H27 -4.33066 0.34396 0.43567  0.646
H28 -2.92658 1.31687 2.35482  0.524
H29 -1.52677 1.18613 1.28787  -0.065
H30 -2.64186 2.75663 -0.32026  0.324
H31 -2.34107 3.45136 1.27053  0.311
H32 -5.03503 2.44726 0.24357  0.255
H33 -4.72689 2.98981 1.90902  0.278
H34 -4.34009 4.60292 -0.35836  0.326

Forces on atoms 1 to 3 (eV/Å):
C 0.0 -0.2 0.4
C 0.1 -0.1 -0.3
O 0.1 0.1 0.3

---

[4]
Entry from OMol25: one molecule with the formula C23H34N2O5 (ωB97M-V with the def2-TZVPD basis set).

Calculated values
energy = -37620.7648 eV
net charge = 0
E_HOMO = -8.62 eV
HOMO-LUMO gap = 9.30 eV
LUMO = 0.68 eV

Each line ends with the Mulliken charge.
Element x y z (Å)
C1 -0.27116 1.55566 5.45098  -1.298
C2 -0.54866 0.21102 6.11176  0.198
C3 0.69100 -0.30587 6.84784  -0.777
O1 1.77418 -0.58426 5.97925  -0.390
C4 2.06112 -1.94625 5.73798  0.093
C5 3.41236 -1.99475 5.00490  -0.812
C6 3.22103 -2.12285 3.49170  -1.020
C7 1.97865 -1.35002 3.06255  -0.545
N1 0.80524 -1.97717 3.63331  0.448
C8 -0.42299 -1.98458 3.07115  0.214
O2 -1.36229 -2.57839 3.57761  -0.676
C9 -0.58249 -1.22999 1.79046  -0.268
C10 -0.40361 0.14877 1.72423  0.111
C11 -0.63404 0.82443 0.54631  -0.767
C12 -1.04465 0.14093 -0.60097  0.808
O3 -1.23877 0.92078 -1.69784  -0.387
C13 -1.60365 0.33898 -2.93887  0.081
C14 -2.14454 1.47321 -3.81438  -1.007
C15 -1.03194 2.46444 -4.16357  -0.844
N2 0.06273 1.77391 -4.80425  0.062
C16 0.49491 1.92991 -6.07007  1.049
O4 1.41160 1.27373 -6.53353  -0.676
C17 -0.19685 3.00404 -6.92010  -0.908
O5 -1.59205 2.83634 -7.04410  -0.342
C18 -1.94370 1.70588 -7.80506  -0.642
C19 0.64720 0.74458 -3.96973  -1.068
C20 -0.39767 -0.31613 -3.62669  -0.637
C21 -1.23611 -1.23514 -0.53305  -0.282
C22 -1.01912 -1.90363 0.65924  -1.064
C23 0.98723 -2.65146 4.90300  -1.150
H1 0.61309 1.48208 4.82216  0.196
H2 -1.11676 1.86563 4.84137  0.369
H3 -0.08729 2.31985 6.20343  0.418
H4 -1.35928 0.31217 6.83603  0.404
H5 -0.86282 -0.51039 5.35725  -0.081
H6 0.43954 -1.19535 7.43823  0.365
H7 1.04562 0.47264 7.53499  0.422
H8 2.13763 -2.47300 6.70457  0.457
H9 3.93282 -1.06514 5.23692  0.324
H10 4.01090 -2.82506 5.37875  0.337
H11 4.09370 -1.73045 2.96953  0.394
H12 3.10540 -3.17056 3.20842  0.326
H13 2.06757 -0.31795 3.42301  0.098
H14 1.88409 -1.33724 1.97398  0.673
H15 -0.10043 0.69578 2.60323  0.390
H16 -0.50794 1.89418 0.48585  0.462
H17 -2.40097 -0.40220 -2.78283  0.361
H18 -2.56035 1.05042 -4.72928  0.398
H19 -2.93677 1.99604 -3.27862  0.428
H20 -0.65907 2.91621 -3.23737  0.309
H21 -1.42882 3.24133 -4.81196  0.483
H22 0.28520 2.98376 -7.90726  0.392
H23 -0.04120 3.98931 -6.47159  0.351
H24 -3.03139 1.67392 -7.82525  0.224
H25 -1.55990 1.78579 -8.82859  0.310
H26 -1.55491 0.78316 -7.35989  0.270
H27 1.01603 1.20559 -3.04714  0.334
H28 1.48288 0.30478 -4.51616  0.425
H29 -0.73655 -0.81112 -4.53806  0.428
H30 0.05286 -1.06332 -2.97228  0.490
H31 -1.56594 -1.79938 -1.39116  0.376
H32 -1.18741 -2.96885 0.71230  0.480
H33 0.02145 -2.66073 5.41437  0.530
H34 1.29019 -3.69498 4.74915  0.352

Forces on atoms 1 to 3 (eV/Å):
C -0.1 -0.2 0.1
C 0.4 0.0 0.0
C -0.4 0.0 0.1